Entry 1:
Molecular formula: C2H7IN3
Method: DFT, the ωB97M-V functional and the def2-TZVPD basis

Summary:
- E_HOMO: -14.03 eV
- Total charge: +1
- Spin multiplicity: 1

XYZ file:
```
13
Properties=species:S:1:pos:R:3:forces:R:3:lowdin_charge:R:1
C 0.0927 -0.6248 -0.0990 0.225 -1.609 -0.758 -0.5505
C 0.9482 0.3578 0.7571 -1.562 -2.318 0.465 -0.4891
N -0.9921 0.1770 -0.5522 -2.092 0.434 0.067 -0.0840
N 1.0781 -0.8118 -1.1187 0.103 -0.576 0.314 0.0884
N -1.1669 1.0801 0.5513 0.808 1.366 -2.937 0.0514
I 1.5280 -0.2632 2.5937 0.056 0.302 -0.129 1.0968
H -0.3180 -1.6315 0.3392 1.574 1.786 -0.171 0.1827
H 1.6146 1.0285 0.2401 -0.403 0.661 -0.117 0.0602
H -1.9497 -0.1821 -0.9067 2.469 -0.007 0.864 0.1860
H 1.4094 -1.7461 -1.3986 -0.338 1.113 -0.065 0.1286
H 1.1457 0.0383 -1.6925 0.223 -1.194 -0.191 0.1211
H -1.7603 0.7573 1.2531 -1.218 -0.899 1.619 0.0847
H -1.6297 1.8207 0.0332 0.156 0.940 1.040 0.1237
```
Forces are in eV/Å.


Entry 2:
Molecular formula: C2H7INO
Method: DFT, the ωB97M-V functional and the def2-TZVPD basis

Summary:
- E_HOMO: -13.69 eV
- Total charge: +1
- Spin multiplicity: 1

XYZ file:
```
12
Properties=species:S:1:pos:R:3:forces:R:3:lowdin_charge:R:1
C -0.5716 0.5989 0.0770 -0.935 -2.969 -0.767 0.0032
C -1.8096 -0.2697 0.1075 -0.118 0.802 0.950 -0.2006
N 0.5670 0.0225 0.1532 0.397 -0.042 -1.048 0.2044
O -1.6630 -1.6222 -0.2282 1.028 0.256 0.430 -0.0180
I 3.9013 0.5386 -0.3723 -1.022 -1.464 0.263 0.6265
H -1.8957 0.0482 1.2330 -0.937 -1.058 -1.051 0.1885
H -0.7165 1.6607 0.0740 0.241 0.476 0.256 0.1603
H -2.6082 0.1812 -0.4832 -0.088 0.305 0.371 0.1424
H 1.4229 0.5529 0.1067 0.381 0.496 0.291 -0.0578
H 0.6933 -0.9707 -0.0931 -0.605 0.340 0.521 0.1650
H 5.0086 1.5586 -0.6171 1.301 1.414 -0.303 -0.3624
H -2.3285 -2.2990 0.0424 0.356 1.445 0.087 0.1485
```
Forces are in eV/Å.


Number 1: HOMO-LUMO gap 8.3 eV, total energy -541.9722 a.u.. Number 2: HOMO-LUMO gap 8.9 eV, total energy -507.7869 a.u..